Entry 1:
Here is C4H10N2S in the gas phase from the Open Molecules 2025 dataset. Energies are from ωB97M-V with the def2-TZVPD basis set.

Computed properties:
Energy (eV): -18124.3330
HOMO-LUMO gap (eV): 9.47
Highest occupied orbital energy (eV): -8.694
Lowest unoccupied orbital energy (eV): 0.78

The geometry in ORCA input format:
```
! wB97M-V def2-TZVPD RIJCOSX def2/J DEFGRID3
* xyz 0 1
C 1.802 -0.390 -1.530
C 1.142 -0.203 -0.158
C 0.571 1.161 0.247
C -0.803 1.474 -0.389
S -2.066 0.182 -0.124
N 1.156 -1.233 0.524
N 0.632 -1.234 1.786
H 2.647 0.233 -1.706
H 2.120 -1.407 -1.626
H 1.025 -0.280 -2.316
H 1.359 1.930 -0.146
H 0.490 1.118 1.326
H -0.745 1.604 -1.480
H -1.131 2.369 0.084
H -1.798 -0.520 -1.264
H 0.559 -2.177 2.039
H -0.264 -0.776 1.885
*
```

The natural (NBO) scheme yields these atomic charges, measured in e: -0.642 0.227 -0.485 -0.505 -0.061 -0.258 -0.658 0.210 0.234 0.200 0.226 0.224 0.223 0.223 0.134 0.360 0.349

***

Entry 2:
Here is C4H10N2S2 in the gas phase from the Open Molecules 2025 dataset. Energies are from ωB97M-V with the def2-TZVPD basis set.

Computed properties:
Energy (eV): -28959.7212
HOMO-LUMO gap (eV): 9.09
Highest occupied orbital energy (eV): -8.396
Lowest unoccupied orbital energy (eV): 0.69

The geometry in ORCA input format:
```
! wB97M-V def2-TZVPD RIJCOSX def2/J DEFGRID3
* xyz 0 1
C 1.414 -1.679 0.189
C 0.457 -0.692 0.841
S -1.033 -1.610 1.392
C 0.196 0.610 0.009
S 0.595 2.056 0.739
N -0.270 0.441 -1.202
C -0.544 -0.805 -1.936
N -0.347 1.580 -2.072
H 2.363 -1.163 -0.064
H 1.678 -2.481 0.942
H 1.025 -2.220 -0.687
H 0.974 -0.362 1.749
H -1.560 -0.612 2.114
H -0.919 -1.589 -1.206
H -1.411 -0.582 -2.620
H 0.354 -1.094 -2.442
H -0.929 2.278 -1.554
H 0.612 1.934 -2.029
*
```

The natural (NBO) scheme yields these atomic charges, measured in e: -0.634 -0.390 -0.039 0.126 -0.211 -0.260 -0.422 -0.639 0.229 0.231 0.212 0.254 0.141 0.227 0.235 0.205 0.373 0.362

***

Entry 3:
Here is 2 unconnected molecules or ions with the total composition C4H10N2Si from the Open Molecules 2025 dataset. Energies are from ωB97M-V with the def2-TZVPD basis set.

Computed properties:
Energy (eV): -15163.0081
HOMO-LUMO gap (eV): 9.00
Highest occupied orbital energy (eV): -8.252
Lowest unoccupied orbital energy (eV): 0.75

The geometry in ORCA input format:
```
! wB97M-V def2-TZVPD RIJCOSX def2/J DEFGRID3
* xyz 0 1
C 1.315 1.869 -0.021
C 2.077 0.928 0.559
C -2.233 -1.386 0.211
C -1.914 0.055 0.153
N -2.739 2.319 0.007
N -2.358 1.156 0.055
Si 2.174 -0.949 0.262
H 1.564 2.942 0.005
H 0.464 1.417 -0.600
H 2.976 1.377 1.167
H -1.904 -1.735 -0.799
H -1.721 -2.001 0.971
H -3.296 -1.528 0.282
H -2.381 2.796 -0.780
H 3.049 -1.523 -0.789
H 2.684 -1.747 1.440
H 0.736 -1.175 -0.202
*
```

The natural (NBO) scheme yields these atomic charges, measured in e: -0.347 -0.636 -0.684 0.181 -0.557 0.006 0.852 0.214 0.196 0.206 0.245 0.242 0.233 0.338 -0.157 -0.152 -0.181

***

Entry 4:
Here is a gas-phase ion, C4H10N3 (charge +1) from the Open Molecules 2025 dataset. Energies are from ωB97M-V with the def2-TZVPD basis set.

Computed properties:
Energy (eV): -8769.4792
HOMO-LUMO gap (eV): 10.04
Highest occupied orbital energy (eV): -14.290
Lowest unoccupied orbital energy (eV): -4.25

The geometry in ORCA input format:
```
! wB97M-V def2-TZVPD RIJCOSX def2/J DEFGRID3
* xyz 1 1
C -0.410 0.473 2.061
N -1.163 -0.075 0.912
C -1.242 -1.574 0.809
N -0.703 -0.747 -0.208
C -0.024 -0.591 -1.287
C 0.710 0.608 -1.797
N 1.268 1.495 -0.825
H -1.240 0.485 2.757
H 0.472 -0.196 2.271
H 0.250 1.377 1.860
H -2.242 -1.846 0.735
H -0.508 -2.258 1.375
H -0.010 -1.601 -1.851
H 1.369 0.229 -2.712
H -0.224 1.026 -2.365
H 1.982 0.881 -0.475
H 1.715 2.313 -1.262
*
```

The natural (NBO) scheme yields these atomic charges, measured in e: -0.448 -0.176 -0.040 -0.136 0.218 -0.302 -0.810 0.255 0.196 0.262 0.233 0.236 0.253 0.231 0.262 0.363 0.403

***

Entry 5:
Here is a gas-phase ion, C4H10N3 (charge +1) from the Open Molecules 2025 dataset. Energies are from ωB97M-V with the def2-TZVPD basis set.

Computed properties:
Energy (eV): -8772.0666
HOMO-LUMO gap (eV): 11.23
Highest occupied orbital energy (eV): -14.372
Lowest unoccupied orbital energy (eV): -3.14

The geometry in ORCA input format:
```
! wB97M-V def2-TZVPD RIJCOSX def2/J DEFGRID3
* xyz 1 1
C 1.863 -1.659 -0.361
N 0.758 -2.241 -0.437
C -0.509 -1.731 -0.655
N -0.662 -0.185 -0.721
C -0.519 0.565 0.581
N -0.424 1.940 0.211
C -0.275 2.897 1.007
H 2.732 -2.276 -0.188
H 2.040 -0.586 -0.460
H -1.162 -2.072 0.154
H -0.882 -2.141 -1.598
H 0.044 0.200 -1.364
H -1.576 0.052 -1.124
H -1.393 0.340 1.205
H 0.384 0.198 1.088
H -0.204 2.812 2.090
H -0.214 3.886 0.573
*
```

The natural (NBO) scheme yields these atomic charges, measured in e: -0.018 -0.389 -0.078 -0.531 -0.090 -0.467 0.035 0.212 0.141 0.233 0.244 0.441 0.445 0.226 0.222 0.170 0.204

***

Entry 6:
Here is a gas-phase ion, C4H10N3 (charge +1) from the Open Molecules 2025 dataset. Energies are from ωB97M-V with the def2-TZVPD basis set.

Computed properties:
Energy (eV): -8767.8643
HOMO-LUMO gap (spin up / spin down) (eV): 8.14 / 6.44
Highest occupied orbital energy (spin up / spin down) (eV): -12.002 / -10.901
Lowest unoccupied orbital energy (spin up / spin down) (eV): -3.86 / -4.46

The geometry in ORCA input format:
```
! wB97M-V def2-TZVPD RIJCOSX def2/J DEFGRID3
* xyz 1 1
C -0.471 0.559 0.719
C 0.777 0.763 -0.364
C 1.843 -0.175 -0.020
C -3.139 -0.629 -1.293
N -1.489 0.060 0.165
N -1.890 -0.691 -0.614
N 2.796 -0.046 1.204
H -0.331 0.800 1.818
H 0.314 0.628 -1.317
H 1.148 1.813 -0.220
H 1.678 -1.305 -0.240
H -2.957 -0.115 -2.206
H -3.667 -1.497 -1.441
H -3.783 0.154 -0.789
H 2.291 -0.403 2.140
H 3.260 0.822 1.443
H 3.620 -0.739 1.014
*
```

The natural (NBO) scheme yields these atomic charges, measured in e: -0.019 -0.475 -0.196 -0.457 -0.001 -0.078 -0.737 0.241 0.254 0.233 0.214 0.238 0.240 0.209 0.434 0.439 0.462

***

Max |F| in eV/A, matching the order above: 3.2 2.5 3.6 4.3 1.0 5.8